A molecular structure, C2HCrFO2 in a non-equilibrium geometry. Source: the OMol25 dataset; level of theory: ωB97M-V with the def2-TZVPD basis set.

Geometry (Å):
H  -0.032  -1.818  0.324
F  0.535  2.488  2.050
C  -0.025  -0.857  -0.207
O  1.003  0.029  -0.047
Cr  1.390  1.499  0.859
O  -1.860  -0.627  -1.895
C  -1.011  -0.713  -1.084

ΔE to the lowest compared entry with this formula, charge and spin = 0.0 kJ/mol
Spin multiplicity = 5
Electronic energy = -37322.2716 eV
Kohn-Sham gap (spin up / spin down) = 8.2432 / 7.6926 eV
HOMO level (spin up / spin down) = -8.460 / -8.510 eV

Here are the Mulliken charges for atoms 1 to 2, given in e: number 1, H, carries 0.28; number 2, F, carries -0.77



3 unconnected molecules or ions with the total composition C4H14N3 in a non-equilibrium geometry. Source: the OMol25 dataset; level of theory: ωB97M-V with the def2-TZVPD basis set.

Geometry (Å):
H  0.209  -3.764  2.166
H  0.518  0.311  1.351
H  -0.152  2.201  -2.519
H  1.579  2.024  -2.435
H  -0.609  -1.946  -0.453
N  -0.249  -0.089  -0.490
H  -0.182  -3.879  0.450
H  -1.387  -1.314  -1.971
H  1.175  4.487  1.862
H  -0.612  -0.939  1.571
H  0.561  0.725  -3.230
C  1.596  3.536  1.428
C  0.574  1.417  -2.340
N  -0.223  -0.174  0.961
C  0.336  0.874  -1.072
H  -1.248  -4.140  1.771
H  0.908  2.862  1.251
H  2.642  3.651  1.161
C  -1.136  -1.145  -0.967
N  -0.501  -3.544  1.408
H  -1.948  -1.037  -0.306

ΔE to the lowest compared entry with this formula, charge and spin = 794.0 kJ/mol
Electronic energy = -8831.7931 eV
Kohn-Sham gap (spin up / spin down) = 5.9501 / 10.0889 eV
HOMO level (spin up / spin down) = -11.825 / -13.847 eV
Net charge = +1

Here are the Mulliken charges for atoms 1 to 2, given in e: number 1, H, carries 0.26; number 2, H, carries 0.20



A molecular structure, C16H46Ag2BF4N6O8 in a non-equilibrium geometry. Source: the OMol25 dataset; level of theory: ωB97M-V with the def2-TZVPD basis set.

Geometry (Å):
H  21.377  12.214  0.524
H  31.120  14.941  -0.249
O  23.566  11.214  -2.957
H  20.486  10.746  -1.166
H  26.528  13.953  6.839
C  27.992  15.231  -1.140
N  26.521  15.211  0.917
H  15.503  12.455  -1.360
H  19.377  16.648  3.083
H  22.145  8.797  -1.108
H  25.878  9.389  -0.578
H  24.032  10.509  -1.098
H  26.906  13.530  -0.328
H  24.123  6.885  1.122
H  18.871  10.526  -1.230
F  23.500  12.127  2.752
H  21.823  9.397  -2.815
H  21.390  10.644  1.253
H  16.484  13.897  -1.020
O  20.315  14.903  1.687
H  26.498  16.198  0.693
N  25.088  8.275  5.258
C  23.163  10.631  -1.744
F  25.678  12.505  2.849
H  18.190  13.042  0.902
H  24.067  9.256  0.870
H  25.918  8.717  4.907
C  25.484  14.884  -1.217
C  24.916  8.597  1.080
H  23.288  8.637  -2.438
H  24.642  14.325  -0.810
O  22.855  8.146  4.862
H  20.089  16.077  4.576
C  20.558  15.020  2.893
H  19.186  13.351  -0.431
H  25.632  14.556  -2.252
O  29.143  14.789  -0.420
H  15.854  12.888  0.295
H  26.142  10.259  0.979
O  28.789  13.584  4.336
N  19.937  15.987  3.586
C  23.891  8.816  4.956
H  27.015  8.660  0.603
N  21.459  14.256  3.533
C  19.354  11.303  0.454
C  22.537  9.297  -1.991
O  24.728  7.309  0.502
C  20.768  11.523  1.111
F  24.631  12.401  0.784
H  22.118  13.596  3.149
C  30.313  15.400  -0.829
H  30.468  15.227  -1.902
H  23.244  10.600  4.174
Ag  27.617  11.588  3.843
H  20.532  12.062  2.030
H  25.612  14.865  1.184
C  18.577  12.548  0.000
C  27.127  13.311  6.174
H  21.637  14.485  4.499
C  26.138  9.293  0.476
C  26.782  14.610  -0.399
H  18.673  10.746  1.101
H  30.469  16.459  -0.581
N  19.700  10.358  -0.657
B  24.541  12.805  2.093
C  27.759  14.173  5.065
H  26.965  14.430  4.334
H  24.821  10.631  4.918
H  25.142  7.310  5.530
O  17.483  12.142  -0.771
Ag  24.401  13.651  4.844
H  28.029  16.314  -1.281
H  22.814  11.215  -3.556
C  16.274  12.868  -0.714
H  28.127  15.088  5.552
H  22.443  11.296  -1.257
H  25.019  8.631  2.169
H  25.183  15.932  -1.194
H  27.902  12.874  6.814
O  26.284  12.268  5.756
N  23.991  10.122  4.644
F  24.135  14.151  2.271
H  28.058  14.737  -2.116

Electronic energy = -62207.9282 eV
Kohn-Sham gap = 5.4731 eV
HOMO level = -4.407 eV
Net charge = -1

Here are the Mulliken charges for atoms 1 to 2, given in e: number 1, H, carries 0.20; number 2, H, carries 0.25



2 unconnected molecules or ions with the total composition C7H11N2OP in a non-equilibrium geometry. Source: the OMol25 dataset; level of theory: ωB97M-V with the def2-TZVPD basis set.

Geometry (Å):
H  -3.101  -0.669  2.066
C  3.465  -0.969  -0.416
C  2.861  0.274  -0.432
H  1.089  2.303  0.605
H  3.456  1.167  -0.564
H  3.190  -3.092  -0.243
H  -2.977  1.338  -1.391
H  -2.552  0.822  1.564
C  0.800  -0.771  -0.129
C  2.716  -2.122  -0.252
H  -0.262  1.641  -0.327
O  -3.606  -1.931  -0.323
N  -3.534  0.512  -1.225
H  1.145  2.331  -1.156
C  1.335  -2.021  -0.104
C  0.819  1.749  -0.295
H  4.537  -1.037  -0.536
P  -2.858  -0.674  -0.199
N  -3.140  0.033  1.337
H  -3.870  0.101  -2.088
H  0.722  -2.900  0.021
C  1.474  0.405  -0.287

ΔE to the lowest compared entry with this formula, charge and spin = 318.7 kJ/mol
Electronic energy = -21752.1885 eV
Kohn-Sham gap (spin up / spin down) = 7.9512 / 8.1665 eV
HOMO level (spin up / spin down) = -8.176 / -9.066 eV

Here are the Mulliken charges for atoms 1 to 2, given in e: number 1, H, carries 0.25; number 2, C, carries -0.62